16
Properties=species:S:1:pos:R:3:lowdin_charge:R:1 method="wB97M-V/def2-TZVPD" gap_ev=10.304 e_above_lowest_kcal_mol=74.5 smiles=COC1(C)CC1 energy_ev=-7391.537
C -1.672 0.909 0.495 -0.113
O -0.391 0.648 0.952 -0.187
C 0.486 -0.184 0.231 -0.435
C -0.026 -1.659 0.438 -0.012
C 0.975 0.070 -1.190 -0.113
C 1.614 0.857 -0.097 -0.051
H -1.912 1.900 0.895 0.092
H -1.700 0.945 -0.602 0.092
H -2.375 0.161 0.878 0.085
H 0.560 -2.494 0.035 0.072
H -0.352 -1.933 1.450 0.074
H -0.959 -1.686 -0.161 0.080
H 1.635 -0.748 -1.496 0.109
H 0.320 0.448 -1.975 0.100
H 1.131 1.842 -0.031 0.110
H 2.666 0.923 0.178 0.095

=====

37
Properties=species:S:1:pos:R:3:lowdin_charge:R:1 method="wB97M-V/def2-TZVPD" total_charge=+2 gap_ev="4.804 / 4.830" e_above_lowest_kcal_mol=88.9 energy_ev=-31231.849
C 0.794 0.843 2.734 -0.125
C -1.527 2.132 1.676 -0.294
H 0.397 0.104 3.462 0.041
H 0.813 1.812 3.235 0.043
H 1.846 0.532 2.558 0.055
H -2.396 2.156 0.998 0.008
H -1.937 2.098 2.687 0.015
H -1.026 3.104 1.547 0.003
C 1.521 -2.301 0.851 -0.090
C 2.249 -3.371 0.319 -0.001
C 1.888 -3.842 -0.944 0.009
C 0.822 -3.254 -1.645 0.043
H 1.716 -1.895 1.850 0.116
H 3.085 -3.800 0.877 0.133
H 2.451 -4.647 -1.413 0.135
H 0.532 -3.590 -2.641 0.122
N 0.534 -1.700 0.147 -0.074
C 0.144 -2.146 -1.089 -0.174
C -0.921 -1.378 -1.805 -0.174
N -1.486 -0.322 -1.139 -0.062
C -2.446 0.466 -1.692 -0.070
C -2.282 -0.779 -3.734 0.011
C -2.858 0.273 -3.018 0.004
H -2.863 1.242 -1.030 0.118
H -3.609 0.935 -3.452 0.133
C -1.331 -1.612 -3.130 0.039
H -0.867 -2.438 -3.671 0.123
H -2.569 -0.953 -4.765 0.134
Zr -0.439 0.310 0.846 1.244
I -2.203 -1.045 2.483 0.399
C 1.948 4.011 1.797 0.071
O 1.972 2.977 0.742 0.069
C 1.170 1.972 0.704 -0.320
O 0.989 1.325 -0.396 -0.024
H 2.748 4.687 1.495 0.123
H 2.153 3.565 2.770 0.106
H 0.987 4.529 1.785 0.113

=====

20
Properties=species:S:1:pos:R:3:lowdin_charge:R:1 method="wB97M-V/def2-TZVPD" gap_ev="8.277 / 8.278" e_above_lowest_kcal_mol=46.7 energy_ev=-25774.719
C -0.582 0.254 1.000 -0.107
C 0.985 -0.149 -0.866 -0.025
C 0.506 0.460 1.843 0.010
C 2.041 0.275 -0.027 0.029
C -0.273 -0.213 -0.252 -0.026
C 1.821 0.386 1.343 -0.152
C -2.091 -0.412 -1.598 -0.473
N -1.726 -1.381 -2.285 -0.101
N 2.929 0.533 2.250 -0.373
O 2.720 0.606 3.420 0.100
O 4.040 0.542 1.733 0.071
O -2.530 -1.910 -3.260 -0.048
P -3.347 0.756 -1.216 0.821
H -1.567 0.239 1.387 0.068
H 1.006 -0.477 -1.818 0.061
H 0.456 0.527 2.938 0.124
H 3.012 0.233 -0.279 0.075
H -1.800 -2.397 -3.683 0.104
H -2.555 1.892 -0.743 -0.071
H -3.045 0.237 0.111 -0.089

=====

11
Properties=species:S:1:pos:R:3:lowdin_charge:R:1 method="wB97M-V/def2-TZVPD" gap_ev=10.978 e_above_lowest_kcal_mol=18.4 smiles="O=CCNC=O" energy_ev=-8776.897
O 1.819 -1.210 -0.449 0.053
C 1.597 -0.438 0.452 -0.226
C 0.419 0.513 0.441 -0.155
N -0.447 0.254 -0.680 0.018
C -1.742 -0.129 -0.483 -0.350
O -2.331 -0.072 0.577 0.018
H 2.275 -0.366 1.327 0.124
H -0.176 0.417 1.356 0.126
H 0.814 1.540 0.422 0.130
H 0.002 -0.078 -1.522 0.128
H -2.217 -0.483 -1.415 0.133

=====

55
Properties=species:S:1:pos:R:3:lowdin_charge:R:1 method="wB97M-V/def2-TZVPD" total_charge=+1 gap_ev=4.774 e_above_lowest_kcal_mol=13.5 energy_ev=-30373.749
C 5.377 -0.727 -1.972 -0.099
C 4.973 0.552 -2.301 -0.088
C 3.638 0.826 -2.509 -0.058
C 2.665 -0.175 -2.386 -0.261
C 1.261 0.168 -2.493 -0.069
C 0.238 -0.712 -2.416 -0.091
N -1.104 -0.382 -2.314 -0.125
C -2.126 -1.426 -2.072 -0.157
C -3.488 -0.719 -1.975 -0.151
C -3.179 0.791 -1.820 -0.147
C -1.642 0.926 -1.861 -0.142
C 3.104 -1.469 -2.081 -0.057
C 4.439 -1.737 -1.873 -0.090
H 6.419 -0.937 -1.792 0.103
H 5.705 1.339 -2.383 0.106
H 3.331 1.825 -2.764 0.109
H 1.029 1.212 -2.596 0.096
H 0.461 -1.761 -2.391 0.110
H -2.092 -2.169 -2.874 0.120
H -1.871 -1.943 -1.144 0.104
H -4.082 -0.908 -2.878 0.110
H -4.082 -1.106 -1.137 0.106
H -3.642 1.365 -2.632 0.110
H -3.594 1.194 -0.887 0.101
H -1.231 1.139 -0.870 0.099
H -1.311 1.726 -2.531 0.116
H 2.387 -2.266 -1.994 0.095
H 4.757 -2.735 -1.620 0.104
C 2.550 0.794 1.032 -0.015
C 1.595 -0.243 1.426 0.078
N 0.340 0.020 1.842 0.093
C -0.559 -1.001 2.264 -0.124
C -0.397 -2.381 2.360 0.003
C -1.443 -3.150 2.827 -0.049
C -2.653 -2.560 3.201 -0.046
C -2.830 -1.198 3.113 0.013
C -1.777 -0.410 2.642 -0.094
C -1.648 1.008 2.451 -0.095
C -0.351 1.263 1.965 -0.113
C 0.031 2.576 1.698 0.003
C -0.866 3.602 1.911 -0.044
C -2.150 3.341 2.392 -0.042
C -2.549 2.053 2.666 0.015
H 3.516 0.373 0.739 0.100
H 2.165 1.366 0.186 0.096
H 2.722 1.487 1.858 0.112
H 1.893 -1.274 1.398 0.140
H 0.533 -2.839 2.080 0.109
H -1.326 -4.220 2.909 0.117
H -3.455 -3.182 3.567 0.117
H -3.754 -0.735 3.405 0.120
H 1.014 2.797 1.331 0.094
H -0.575 4.621 1.705 0.118
H -2.835 4.160 2.552 0.118
H -3.534 1.840 3.040 0.121